114
Properties=species:S:1:pos:R:3:forces:R:3 method="wB97M-V/def2-TZVPD" e_homo_ev=-9.15 gap_ev=9.55 e_tot_ev=-56907.65524 lumo_energy_ev=0.40 total_charge=0 smiles=c1ccccc1.c1ccccc1.c1ccccc1.c1ccccc1.c1ccccc1.CCO.CCO.CCO.CCO.CCO.CCO
C -4.6057 -8.8587 21.6709 0.2 0.4 -0.8
C -3.9062 -9.6446 20.7548 0.3 0.3 0.7
C -4.2364 -9.6444 19.4083 -0.8 -0.6 0.4
C -5.3863 -8.9683 18.9825 1.1 0.0 0.0
C -6.0652 -8.1637 19.8847 -0.3 0.1 -0.1
C -5.6511 -8.0762 21.2069 -0.3 -0.5 0.4
H -4.2787 -8.7587 22.6971 -0.1 -0.3 0.1
H -3.0751 -10.2107 21.1553 0.0 -0.2 -0.4
H -3.7078 -10.3054 18.7341 0.1 0.1 -0.1
H -5.6310 -9.0787 17.9339 -0.4 0.3 0.1
H -6.9491 -7.6075 19.5952 0.0 0.0 -0.2
H -6.2239 -7.5086 21.9311 0.0 0.2 -0.2
C -1.8897 -6.6790 19.3949 -0.2 -0.6 0.5
C -1.1208 -6.8074 20.5523 0.0 0.2 -0.6
C -0.2079 -5.8097 20.8549 -0.1 -0.2 0.2
C -0.1404 -4.6455 20.0854 -0.1 0.3 0.5
C -0.9797 -4.4773 19.0005 -0.6 -0.6 0.0
C -1.8135 -5.5385 18.6324 -0.5 0.8 0.0
H -2.6255 -7.4393 19.1503 0.1 0.0 0.0
H -1.2627 -7.6574 21.2070 0.1 0.1 -0.1
H 0.4018 -5.9617 21.7371 0.0 0.4 0.0
H 0.4297 -3.7881 20.4254 0.3 -0.2 -0.1
H -1.1357 -3.5123 18.5404 0.4 0.0 -0.1
H -2.5814 -5.3903 17.8780 0.3 0.0 -0.3
C 0.9132 -6.6671 24.5583 0.5 0.3 -0.7
C 0.9443 -5.2945 24.3192 0.1 -0.3 0.6
C 2.0677 -4.5840 24.7289 -0.2 0.2 -0.2
C 3.1295 -5.2134 25.3655 0.3 0.1 -0.3
C 3.1634 -6.5925 25.4961 -0.6 0.4 -0.3
C 2.0498 -7.2953 25.0400 -0.1 -0.8 1.0
H 0.0602 -7.2651 24.2646 -0.1 0.0 0.1
H 0.0664 -4.8006 23.9238 0.1 0.1 -0.1
H 2.1189 -3.5190 24.5423 -0.1 0.0 0.2
H 3.9546 -4.6105 25.7265 0.0 0.0 -0.1
H 4.0224 -7.0609 25.9533 -0.1 -0.2 0.0
H 1.9750 -8.3617 25.2345 0.2 0.0 -0.2
C 1.3144 -11.9557 21.1403 -0.3 0.2 -0.2
C 1.1445 -12.2507 19.8019 0.5 -0.4 -0.3
C 0.2053 -11.5977 19.0201 0.3 0.4 0.2
C -0.4978 -10.5372 19.5758 -0.3 -0.1 0.0
C -0.3289 -10.2085 20.9159 -0.1 -0.8 0.8
C 0.5421 -10.9507 21.7158 0.5 -0.3 -0.2
H 2.0319 -12.5459 21.6943 0.0 0.2 0.2
H 1.8164 -12.9852 19.3693 -0.3 -0.1 -0.1
H 0.0592 -11.8807 17.9870 0.0 0.1 0.0
H -1.2165 -9.9976 18.9708 0.0 0.1 0.0
H -0.9899 -9.5166 21.4194 0.2 0.2 -0.3
H 0.7047 -10.7825 22.7735 -0.4 0.4 0.0
C -1.8972 -1.3265 25.0966 0.4 -0.3 0.0
C -1.6739 -2.0611 23.9320 0.3 -0.1 0.1
C -0.4101 -2.0753 23.3467 -0.4 0.4 -0.2
C 0.6177 -1.3345 23.8994 0.3 0.2 0.0
C 0.4242 -0.6508 25.0868 -0.8 0.8 0.3
C -0.8484 -0.6001 25.6599 0.0 -0.7 -0.1
H -2.8388 -1.4006 25.6241 -0.2 0.2 -0.2
H -2.4508 -2.6357 23.4506 -0.2 0.0 0.2
H -0.2365 -2.5738 22.4009 -0.1 -0.1 0.0
H 1.5437 -1.2266 23.3465 0.1 -0.2 0.2
H 1.1818 -0.0417 25.5637 0.3 -0.2 -0.2
H -1.0273 -0.0434 26.5698 0.1 0.0 0.0
C -1.1245 -1.4468 15.6976 0.1 -0.4 -0.3
C -2.1370 -2.3033 16.4234 -0.4 -0.1 -0.4
O -2.4380 -1.7473 17.6964 -0.2 -0.5 -0.2
H -0.2199 -1.3210 16.2944 0.0 0.0 0.1
H -1.4953 -0.4618 15.4195 -0.2 0.0 0.2
H -0.8396 -1.9671 14.7784 0.0 0.1 0.0
H -1.7953 -3.3493 16.4811 0.4 0.2 0.3
H -3.0731 -2.4200 15.8556 0.1 0.4 -0.1
H -3.2343 -2.2322 17.9991 0.2 0.5 0.4
C 1.2478 -4.6614 15.7335 -0.1 0.2 0.0
C 0.9973 -6.0634 16.2580 0.7 -0.5 -0.5
O 1.3905 -7.0673 15.3065 -0.4 0.1 -0.1
H 0.7336 -4.4428 14.7955 -0.3 -0.3 0.1
H 2.3035 -4.4940 15.5065 0.1 -0.1 0.3
H 0.9242 -3.9181 16.4653 0.1 0.0 0.0
H -0.0449 -6.2643 16.4900 -0.1 0.1 -0.1
H 1.5733 -6.2757 17.1596 -0.1 0.4 0.3
H 2.3275 -6.9584 15.1221 0.0 0.0 0.0
C 2.9432 -7.3780 20.9660 -0.1 0.0 0.4
C 2.7972 -8.6319 20.1092 0.3 0.7 0.7
O 4.0463 -9.0675 19.5973 0.0 -0.1 -0.5
H 3.6231 -7.5193 21.8086 0.0 -0.2 0.0
H 1.9591 -7.1080 21.3599 0.2 0.0 0.0
H 3.3201 -6.5094 20.4192 -0.1 -0.1 -0.3
H 2.0158 -8.4079 19.3753 0.2 -0.4 -0.4
H 2.4652 -9.4598 20.7285 -0.2 0.0 0.0
H 4.3978 -8.4165 18.9828 -0.1 0.1 0.0
C -1.5640 1.1988 19.8639 -0.2 0.6 0.1
C -0.9974 -0.0060 20.5985 -0.8 0.5 -0.1
O -0.4341 -0.9574 19.7151 0.3 0.1 0.1
H -2.3882 0.9023 19.2126 0.2 0.1 -0.2
H -0.7998 1.7681 19.3285 0.1 -0.5 -0.4
H -1.9619 1.9697 20.5347 -0.1 -0.4 0.3
H -1.8113 -0.4915 21.1490 0.1 0.1 0.2
H -0.2732 0.3700 21.3215 0.3 -0.5 -0.1
H -1.1191 -1.1760 19.0610 0.1 0.0 -0.1
C -3.5574 -2.8630 20.9895 0.5 0.2 -0.1
C -4.8756 -3.0965 20.2733 0.0 -0.8 0.2
O -4.6994 -2.7861 18.8980 -0.1 0.0 -0.3
H -2.7974 -2.6315 20.2412 0.0 0.2 0.0
H -3.1309 -3.7242 21.5069 -0.4 -0.1 0.1
H -3.6267 -2.0250 21.6811 0.1 0.0 0.0
H -5.6770 -2.5094 20.7339 0.0 0.2 -0.2
H -5.1750 -4.1484 20.3701 0.0 0.0 0.0
H -5.4482 -3.1302 18.3830 -0.1 0.4 0.2
C -6.0229 -5.5008 17.4428 -0.2 0.4 -0.3
C -7.2509 -4.8358 18.0624 0.6 -0.4 0.3
O -7.2142 -3.4429 17.7308 -0.1 -0.3 -0.1
H -5.9912 -5.1313 16.4154 0.1 -0.3 -0.1
H -6.0809 -6.5855 17.4590 -0.2 0.0 -0.1
H -5.0649 -5.2481 17.8998 -0.2 0.2 0.3
H -7.2458 -4.9436 19.1506 -0.1 -0.1 0.1
H -8.1538 -5.3072 17.6726 -0.1 0.1 -0.1
H -8.0239 -3.0393 18.0590 0.1 0.1 0.0


122
Properties=species:S:1:pos:R:3:forces:R:3 method="wB97M-V/def2-TZVPD" e_above_lowest_kcal_mol=2.05 e_homo_ev=-0.31 gap_ev=3.91 e_tot_ev=-145377.29276 lumo_energy_ev=3.60 total_charge=-2
Rb -0.3426 -0.5893 0.0168 0.0 -0.2 0.0
O -4.8385 -2.6600 -0.4975 0.0 -0.1 -0.1
C -3.4886 -2.5943 -0.3943 0.1 0.0 0.0
O -2.9872 -2.1022 0.5908 0.1 0.0 0.0
C -2.7342 -3.1414 -1.5669 0.0 0.0 0.0
C -3.4204 -3.6963 -2.6288 0.0 0.0 0.0
C -2.6037 -4.2628 -3.6625 0.0 0.0 0.1
C -1.2592 -4.1486 -3.6159 -0.1 0.0 -0.1
C -0.6154 -3.4048 -2.5301 0.0 0.0 0.1
N -1.4165 -3.0318 -1.4235 0.0 0.0 0.0
C 0.6998 -3.1164 -2.5537 0.0 0.0 -0.1
O 1.5039 -3.5467 -3.6061 -0.1 -0.1 0.0
O 1.3642 -2.4814 -1.5469 0.0 0.0 0.1
H -5.1629 -2.2453 0.3135 0.0 0.0 0.0
H -4.4977 -3.7375 -2.6446 0.0 0.0 0.0
H -3.0693 -4.8011 -4.4824 0.0 0.0 0.0
H -0.6307 -4.5829 -4.3827 0.0 0.0 0.0
H 1.9870 -2.7585 -3.8922 0.0 0.0 0.0
C -3.7678 3.1011 3.6973 0.0 0.0 0.0
C -2.8311 1.9638 3.2961 0.0 0.0 0.0
C -3.6621 0.7805 2.7837 0.0 0.0 0.0
P -1.4744 2.2361 2.0353 0.0 0.1 0.1
C -0.1396 3.1509 2.9763 0.0 -0.1 0.0
C -0.4488 4.4254 3.7548 0.0 0.0 0.0
C 0.9899 3.4059 1.9752 0.0 0.0 0.0
C -2.0877 3.4612 0.8359 0.0 0.0 0.0
C -2.6289 4.7032 1.1678 0.0 0.0 0.0
C -3.0321 5.6475 0.2311 0.0 0.0 0.0
C -3.6446 6.9606 0.6441 0.0 0.0 0.0
C -2.8641 5.3022 -1.1163 0.0 -0.1 0.0
C -2.3360 4.0944 -1.5050 0.0 0.0 0.0
C -1.9182 3.1040 -0.5524 -0.1 0.0 0.0
N -1.4105 1.9279 -0.8701 0.1 0.0 -0.2
C -1.1878 1.5274 -2.1926 0.0 0.2 0.3
C -2.0596 0.5992 -2.7841 0.0 -0.1 0.0
C -3.3481 0.2602 -2.0852 0.0 0.0 0.0
C -1.7018 -0.0245 -3.9745 0.0 0.0 0.0
C -0.5186 0.2891 -4.6352 0.0 0.0 0.1
C -0.0756 -0.4968 -5.8404 0.0 0.0 0.0
C 0.2996 1.2659 -4.0760 0.0 0.0 0.0
C 0.0004 1.8674 -2.8576 0.0 0.0 -0.2
C 0.9717 2.8087 -2.2006 0.0 0.0 0.0
H -4.4740 2.7496 4.4580 0.0 0.0 0.0
H -4.3472 3.4400 2.8362 0.0 0.0 0.0
H -3.2420 3.9654 4.1036 0.0 0.0 0.0
H -2.2819 1.6372 4.1891 0.0 0.0 0.0
H -4.1283 1.0329 1.8255 0.0 0.0 0.0
H -4.4622 0.5302 3.4889 0.0 0.0 0.0
H -3.0552 -0.1099 2.6184 0.0 0.0 0.0
H 0.2048 2.3941 3.6934 0.0 0.0 0.0
H -0.7712 5.2241 3.0839 0.0 0.0 0.0
H 0.4522 4.7760 4.2721 0.0 0.0 0.0
H -1.2227 4.2735 4.5095 0.0 0.0 0.0
H 0.6713 4.1348 1.2247 0.0 0.0 0.0
H 1.2677 2.4934 1.4428 0.0 0.0 0.0
H 1.8798 3.7993 2.4789 0.0 0.0 0.0
H -2.7494 4.9576 2.2145 0.0 0.0 0.0
H -3.4875 7.1429 1.7102 0.0 0.0 0.0
H -4.7265 6.9972 0.4688 0.0 0.0 0.0
H -3.2079 7.8065 0.1034 0.0 0.0 0.0
H -3.1619 6.0127 -1.8852 0.0 0.0 0.0
H -2.2204 3.8619 -2.5584 0.0 0.0 0.0
H -3.1712 0.0157 -1.0347 0.0 0.0 0.0
H -3.8476 -0.5826 -2.5655 0.0 0.0 0.0
H -4.0237 1.1214 -2.0763 0.0 0.0 0.0
H -2.3471 -0.8044 -4.3712 0.0 0.0 0.0
H -0.9264 -0.8316 -6.4374 0.0 0.0 0.0
H 0.4731 -1.3915 -5.5284 0.0 0.0 0.0
H 0.5848 0.0912 -6.4825 0.0 0.0 0.0
H 1.2419 1.5097 -4.5620 0.0 0.0 0.0
H 1.7782 3.0773 -2.8858 0.0 0.0 0.0
H 1.4202 2.3316 -1.3234 0.0 0.0 0.0
H 0.4803 3.7209 -1.8545 0.0 0.0 0.0
C 3.8303 0.9942 2.2044 0.0 0.0 0.0
C 2.9309 0.6076 3.3803 0.0 0.0 -0.1
P 1.7622 -0.7743 2.9927 0.0 0.0 0.0
C 2.9200 -2.2005 2.7790 0.0 0.0 0.0
C 3.3688 -2.4003 1.3302 0.0 0.0 0.1
C 1.1692 -1.1530 4.6967 0.0 0.0 0.1
C 0.1573 -0.1366 5.2208 0.0 0.0 0.0
H 4.3305 1.9481 2.3874 0.0 0.0 0.0
H 3.2608 1.0859 1.2764 0.0 0.0 0.0
H 4.6025 0.2427 2.0340 0.0 0.0 0.0
H 2.3080 1.4609 3.6635 0.0 0.0 0.0
H 3.5348 0.3493 4.2583 0.0 0.0 0.0
H 2.3582 -3.0763 3.1245 0.0 0.0 0.0
H 3.7737 -2.0944 3.4594 0.0 0.0 0.0
H 2.5238 -2.5571 0.6561 0.0 0.0 0.0
H 4.0442 -3.2558 1.2372 0.0 0.0 0.0
H 3.8936 -1.5286 0.9427 0.0 0.0 0.0
H 2.0209 -1.2458 5.3815 0.0 0.0 0.0
H 0.6891 -2.1329 4.6299 0.0 0.0 0.0
H 0.6013 0.8515 5.3675 0.0 0.0 0.0
H -0.2632 -0.4547 6.1779 0.0 0.0 0.0
H -0.6689 -0.0286 4.5141 0.0 0.0 0.0
S -1.2409 -3.8165 3.5131 0.0 0.0 0.0
C -0.2962 -4.4804 2.3002 0.1 -0.2 -0.1
N -0.3128 -4.2341 0.9977 0.1 0.3 0.0
C 0.6710 -5.0121 0.2522 0.0 0.0 0.0
C 1.5602 -5.5461 1.3777 0.0 0.0 0.1
N 0.6674 -5.4399 2.5315 0.0 0.0 0.1
H -0.9240 -3.5823 0.5025 -0.1 -0.1 -0.1
H 1.2084 -4.3799 -0.4507 0.0 0.0 0.0
H 0.1770 -5.8196 -0.2937 0.0 0.0 0.0
H 2.4493 -4.9220 1.5004 0.0 0.0 0.0
H 1.8707 -6.5762 1.2064 0.0 0.0 0.0
H 1.0200 -5.4616 3.4735 0.0 0.0 0.0
C 4.3738 0.6874 -2.6562 0.1 0.0 0.0
Ge 3.6812 -1.1658 -2.7148 -0.1 0.1 -0.1
C 4.0396 -1.6673 -4.6469 0.2 0.0 0.1
C 4.9737 -2.3192 -1.7657 0.0 0.0 0.0
C 1.9429 -1.1638 -1.9195 0.1 -0.2 0.1
H 5.3994 0.7264 -3.0368 0.0 0.0 0.0
H 4.3579 1.0638 -1.6318 0.0 0.0 0.0
H 3.7553 1.3472 -3.2692 0.0 0.0 0.0
H 5.0706 -1.3738 -4.8813 -0.1 0.0 0.0
H 3.3697 -1.1545 -5.3422 0.0 0.0 0.0
H 3.9655 -2.7449 -4.8195 -0.1 0.0 0.0
H 5.8690 -2.4731 -2.3740 0.0 0.0 0.0
H 4.5168 -3.2913 -1.5657 0.0 0.0 0.0
H 5.2749 -1.8761 -0.8151 0.0 0.0 0.0
H 1.1995 -0.6631 -2.5437 -0.1 0.1 -0.1


136
Properties=species:S:1:pos:R:3:forces:R:3 method="wB97M-V/def2-TZVPD" e_homo_ev=-5.10 gap_ev=0.82 e_tot_ev=-247476.80881 lumo_energy_ev=-4.29 total_charge=0
C -4.6710 2.9355 3.1422 0.2 -0.9 0.9
O -5.4917 4.0706 2.7819 1.7 -0.9 -1.0
C -5.0549 4.6962 1.5527 -1.1 1.5 0.0
C -6.2621 4.6083 0.5048 0.8 -0.4 0.2
C -6.2820 3.1690 -0.2352 -0.2 0.7 -0.1
C -7.7282 2.4820 -0.2485 0.2 0.2 0.1
C -8.0777 1.6586 1.0768 0.4 0.6 0.1
C -7.0595 0.4807 1.4141 -0.3 -0.6 0.1
C -6.9908 -0.6806 0.3116 -0.7 1.1 -0.6
C -5.7649 -0.5252 -0.7193 -1.0 -1.0 -0.3
C -4.5250 -1.4755 -0.4012 0.9 0.7 -0.8
C -3.3513 -0.7462 0.4389 -1.0 -0.7 0.8
C -2.5970 -1.8147 1.3955 -0.6 0.7 0.7
C -1.1776 -1.3011 1.9080 -0.9 0.6 -1.0
C -0.0244 -1.3429 0.8119 1.9 -0.5 1.3
N 1.1238 -0.6307 1.5287 -0.1 5.2 -1.1
C 1.1571 0.6104 1.2316 -0.2 -1.3 0.5
S 1.1048 2.2003 0.7995 0.4 -3.3 1.0
O -0.1581 -0.5766 -0.4030 -0.3 -1.5 -0.6
C 0.1599 -1.3360 -1.5817 -0.7 -0.1 -1.1
C 1.3864 -0.8726 -2.5104 0.6 -0.2 0.0
C 2.8288 -0.9592 -1.8337 0.1 0.0 -0.7
C 4.0008 -0.7324 -2.9397 -0.7 0.6 2.0
C 4.4940 0.7796 -2.8425 -0.7 -1.8 -0.1
F 3.3601 1.5936 -3.1093 2.2 -0.7 0.5
F 4.9768 1.0785 -1.5621 -1.0 -0.4 -2.5
C 5.6578 1.0146 -3.9459 -0.3 1.8 1.1
F 6.6053 1.8600 -3.3287 -1.5 -2.0 -2.2
F 6.2352 -0.1729 -4.3903 -1.2 3.1 0.7
F 5.0350 1.7349 -5.0006 1.9 -1.8 1.5
C 0.2019 -2.9017 -1.1517 -1.1 2.0 -0.1
C -1.3220 -3.3477 -1.3655 0.2 -1.1 0.7
C -1.6115 -4.1773 -2.7055 -0.7 0.1 1.1
O -0.6174 -5.2042 -2.8509 -1.0 1.1 -1.0
C -1.7922 -3.2737 -4.0273 -1.6 -0.6 -0.3
F -0.5596 -2.9037 -4.6493 -2.0 -0.3 0.8
F -2.5584 -3.9703 -4.9836 2.1 1.6 1.8
F -2.5082 -2.0702 -3.7874 1.9 -2.1 -0.6
C 0.6610 -2.7262 0.4001 -0.2 0.2 -1.7
C 0.5152 -4.0064 1.3265 0.3 -0.4 -0.4
C 1.3940 -3.9731 2.6580 0.0 -1.0 -0.1
C 2.8726 -3.4102 2.4732 -0.8 0.5 1.7
Br 3.8477 -4.2564 0.9435 -0.6 0.6 0.7
H -3.8763 3.1856 3.9347 -1.0 -0.1 -1.2
H -4.1481 2.4463 2.2495 -0.8 0.8 1.0
H -5.3489 2.1501 3.6098 0.8 1.0 -0.6
H -4.0689 4.2944 1.1507 -1.3 0.2 0.5
H -4.8649 5.8062 1.7977 -0.2 -1.5 -0.3
H -7.2447 4.7997 1.0575 1.4 -0.3 -0.6
H -6.1248 5.4599 -0.2366 -0.2 -1.1 0.7
H -5.4648 2.5017 0.2091 -1.3 0.8 -0.5
H -5.9817 3.3664 -1.3154 -0.3 -0.4 1.2
H -7.8049 1.8406 -1.1851 -0.1 0.6 1.3
H -8.4887 3.3405 -0.3442 1.0 -1.3 0.0
H -8.0308 2.4177 1.9418 -0.1 -1.1 -1.1
H -9.1543 1.2822 1.0166 1.6 0.3 0.0
H -7.4230 -0.0072 2.3873 0.6 0.9 -1.2
H -6.0158 0.9008 1.5786 -1.2 -0.4 0.1
H -7.0212 -1.7077 0.8039 0.2 1.3 -0.8
H -7.9733 -0.5998 -0.3068 1.2 -0.7 1.0
H -5.4927 0.5732 -0.8340 0.0 -1.4 0.3
H -6.1866 -0.8531 -1.7388 0.6 0.5 1.4
H -4.0504 -1.7694 -1.4089 -0.7 0.2 1.2
H -4.8530 -2.4599 0.0827 0.3 1.5 -0.4
H -2.6343 -0.1558 -0.2141 -0.8 -0.8 0.6
H -3.8894 0.0150 1.1120 1.0 -1.0 -0.8
H -2.5937 -2.8614 0.9462 0.2 1.4 0.5
H -3.2676 -1.8883 2.3275 1.0 -0.1 -1.3
H -1.3141 -0.1970 2.1974 0.3 -1.6 -0.4
H -0.8302 -1.8243 2.8537 -0.2 0.5 -1.4
H -0.7616 -1.0912 -2.2472 1.1 -0.8 0.8
H 1.4036 -1.6163 -3.4128 0.0 0.8 1.5
H 1.2312 0.1813 -2.9968 0.3 -1.4 1.3
H 3.0223 -2.0161 -1.4273 -0.6 1.6 -0.4
H 2.8776 -0.1810 -0.9985 0.1 -1.2 -1.1
H 4.8617 -1.3970 -2.6196 -0.9 0.8 -0.8
H 3.5718 -0.9941 -3.9618 1.0 0.5 1.2
H 0.9483 -3.4583 -1.8011 -1.0 0.4 1.0
H -2.0434 -2.4630 -1.2430 1.1 -1.4 -0.4
H -1.5786 -4.0561 -0.4971 0.2 0.8 -1.5
H -2.6207 -4.7033 -2.5416 1.2 1.2 -0.5
H -0.9353 -5.7868 -3.5707 0.4 0.2 0.6
H 1.7516 -2.3984 0.2454 -1.5 -0.9 0.7
H 0.8867 -4.9020 0.7085 -0.5 1.4 0.8
H -0.5767 -4.2549 1.5741 1.5 0.6 -0.3
H 0.8207 -3.4635 3.5134 1.2 -0.3 -1.3
H 1.5055 -5.0663 2.9983 -0.2 1.5 -0.5
H 3.4695 -3.6769 3.4047 -0.7 0.3 -1.4
H 2.8534 -2.2733 2.4150 0.2 -1.6 -0.5
C 5.8061 -8.3472 -1.1794 -0.3 -0.1 0.2
C 5.1233 -7.1225 -1.7268 -0.6 0.1 0.3
O 3.9968 -6.8213 -1.3844 0.4 0.0 -0.2
C 5.8911 -6.2845 -2.7154 -0.2 0.3 -0.1
H 5.1369 -8.8524 -0.4807 0.1 0.1 -0.1
H 6.0461 -9.0344 -1.9935 0.2 0.1 0.0
H 6.7155 -8.0597 -0.6476 0.1 -0.1 -0.2
H 6.1348 -6.8800 -3.5976 0.2 0.0 0.1
H 6.8042 -5.9056 -2.2515 0.1 -0.1 -0.1
H 5.2770 -5.4361 -3.0241 0.0 -0.1 0.1
Na -0.2703 -0.6112 -4.5432 -0.3 -0.1 0.1
O -2.7716 4.3130 6.1765 -0.5 0.8 -1.0
H -3.2975 4.9498 5.6718 -0.1 -0.1 0.1
H -1.9763 4.8249 6.4565 -0.5 -0.6 -0.2
F 3.8770 8.7759 -6.3916 -0.7 0.5 -0.1
C 4.2772 7.4908 -6.2613 1.5 -1.5 0.0
C 5.2021 6.9712 -7.1500 0.0 0.4 -0.2
C 5.6136 5.6478 -7.0104 -0.5 0.2 0.3
C 5.0856 4.8559 -5.9885 0.0 0.0 0.2
C 4.1543 5.3849 -5.1054 0.3 -0.3 -0.3
C 3.7483 6.7139 -5.2354 -0.8 0.4 0.1
H 5.5961 7.5980 -7.9430 0.0 0.0 0.1
H 6.3476 5.2304 -7.6984 -0.6 -0.1 0.0
H 5.4049 3.8252 -5.8843 0.0 0.1 0.0
H 3.7426 4.7675 -4.3148 0.0 0.1 -0.1
H 3.0281 7.1472 -4.5467 0.2 0.1 0.3
C 3.8683 1.3910 4.1812 -0.1 0.3 0.0
C 3.5463 0.0408 4.7910 0.1 0.1 -0.4
O 3.3744 0.1557 6.2031 -0.1 -0.3 0.0
C 2.1723 0.6105 6.6006 -0.2 0.4 0.5
O 1.2543 0.9105 5.8788 0.3 -0.3 0.0
O 2.1840 0.6907 7.9353 0.2 -0.4 -0.7
C 0.9842 1.2333 8.4982 -0.4 0.3 0.4
H 4.7220 1.8485 4.6866 0.0 -0.1 -0.1
H 4.0968 1.2907 3.1170 0.0 0.0 0.0
H 3.0274 2.0799 4.2897 0.0 -0.1 0.0
H 4.3833 -0.6432 4.6302 0.0 0.0 0.3
H 2.6660 -0.4115 4.3243 -0.1 0.2 0.2
H 0.1006 0.7010 8.1412 0.1 0.2 -0.2
H 0.9111 2.2999 8.2665 -0.1 -0.3 -0.1
H 1.0419 1.1171 9.5808 0.3 -0.1 -0.2
O 4.8182 2.3066 9.2738 0.4 0.4 0.3
H 4.3078 1.6811 8.7608 -0.4 -0.4 -0.3
Li 8.1754 5.4193 -8.2309 0.7 0.1 -0.1
Br -0.7970 4.0840 7.9846 0.9 0.1 1.0
Li 2.1250 7.6674 -6.6346 0.0 0.2 0.0
F -9.6293 -1.6400 -0.8501 0.2 0.2 0.0


Max |F| in eV/Å, matching the order above: 1.3; 0.3; 5.3